No. 1
{"formula": "C30H64F18N7O20S6", "method": "ωB97M-V with the def2-TZVPD basis set", "charge": 2, "multiplicity": 2, "orbital_gap_ha": [0.2819, 0.0749], "homo_ev": [-12.1, -12.1], "species": ["S", "S", "S", "S", "S", "S", "F", "F", "F", "F", "F", "F", "F", "F", "F", "F", "F", "F", "F", "F", "F", "F", "F", "F", "O", "O", "O", "O", "O", "O", "O", "O", "O", "O", "O", "O", "O", "O", "O", "O", "O", "O", "O", "O", "N", "N", "N", "N", "N", "N", "N", "C", "C", "C", "C", "C", "C", "C", "C", "C", "C", "C", "C", "C", "C", "C", "C", "C", "C", "C", "C", "C", "C", "C", "C", "C", "C", "C", "C", "C", "C", "H", "H", "H", "H", "H", "H", "H", "H", "H", "H", "H", "H", "H", "H", "H", "H", "H", "H", "H", "H", "H", "H", "H", "H", "H", "H", "H", "H", "H", "H", "H", "H", "H", "H", "H", "H", "H", "H", "H", "H", "H", "H", "H", "H", "H", "H", "H", "H", "H", "H", "H", "H", "H", "H", "H", "H", "H", "H", "H", "H", "H", "H", "H", "H"], "coordinates": [[4.11935, -1.73511, 3.40018], [0.10649, -0.17313, -0.51368], [-0.40501, 4.80486, -3.59675], [-0.10516, 7.22646, -2.67047], [4.35580, -4.08009, 4.43799], [-1.22379, -0.94728, -2.53735], [1.16222, 0.35693, 1.97448], [4.59215, 0.29801, 5.05888], [2.16603, -5.28171, 5.65760], [1.63239, 7.56959, -0.56836], [2.51478, 0.17538, 4.34131], [3.84546, -4.81573, 7.05941], [-3.56886, 0.01877, -1.63612], [-0.54973, 7.93280, -0.04698], [1.29672, 3.34197, -5.05798], [0.55711, 9.46549, -1.11393], [0.65416, -1.82623, 1.68501], [-2.48968, 1.50541, -2.73599], [3.95443, -6.47927, 5.65563], [-1.02623, -0.43798, 1.89923], [4.04490, 0.93779, 3.00820], [-3.56846, -0.19301, -3.71353], [2.15540, 4.23988, -3.30141], [0.85164, 2.49612, -3.11170], [-1.32200, 2.38019, -7.47034], [3.32641, -1.96174, 2.20719], [1.66198, 2.43922, -9.69909], [0.17156, -4.44078, 0.81146], [-0.19122, -0.20214, -3.23090], [0.96006, 7.55053, -3.57689], [-1.50622, 7.67513, -2.87032], [1.41767, -0.40378, -0.96792], [-0.62039, -4.18307, 5.55196], [5.58003, -1.69458, 3.22265], [-1.51909, 3.89782, -3.35860], [-1.55980, -2.30760, -3.07350], [-3.22461, 4.07275, -0.76934], [4.05474, -4.68623, 3.12441], [-5.04028, -4.41222, 0.99507], [3.33983, 3.81168, 0.52522], [5.77982, -4.04937, 4.80842], [0.88319, -3.49660, 8.70063], [-0.34881, 1.20885, -0.58755], [-0.43049, 5.55463, -4.85867], [-0.38055, 4.47033, 0.06108], [0.02565, 5.75771, -2.21870], [1.22194, -2.27998, 6.24293], [0.55851, 0.41288, -8.01037], [-0.97345, -1.18141, -0.83356], [3.61736, -2.76449, 4.73279], [-2.15851, -3.05653, 0.61116], [-3.55221, -2.53666, 0.97681], [2.14654, 4.17462, -0.22571], [-4.47438, 3.48221, -1.03138], [4.26693, 2.92545, -0.13156], [1.92715, 1.03348, -7.67345], [-1.19078, 1.49377, -6.38044], [-0.23964, -4.17475, 9.46027], [1.69131, -1.57076, 7.51806], [-0.56455, -4.81140, -0.37023], [-1.83485, 3.66608, -7.19888], [-0.55213, -3.05502, 4.69355], [1.00413, 4.61036, 0.77223], [0.90291, -2.09438, 8.74248], [0.22792, -0.55003, 1.42002], [-4.35911, -3.44427, 1.84165], [1.27339, -5.26722, 1.22612], [-1.02195, -5.35964, 4.98682], [-2.75460, 3.74605, 0.58740], [1.10601, 3.62412, -3.74232], [-2.04092, -4.35832, -0.19482], [2.54246, 1.50980, -9.05326], [-0.43389, 0.20072, -6.80636], [0.45778, 8.12848, -0.96052], [-1.62095, 4.70829, 0.98582], [3.78334, 0.08495, 4.01706], [3.51074, -5.22994, 5.82174], [-0.06523, -1.84691, 5.52267], [-2.83424, 0.19644, -2.66098], [-5.56513, -5.55726, 1.57109], [2.23920, 2.97295, -10.84619], [0.15794, -0.22292, -5.99497], [0.90693, -3.20638, 6.49321], [0.11299, -0.95329, 4.92453], [-2.47940, -4.06827, -1.14965], [-0.31879, -5.53585, 4.17281], [0.14116, 0.97064, -8.74167], [0.19877, -3.32477, 3.95094], [1.69444, -0.49108, 7.36848], [3.32279, 3.08286, -10.80340], [-0.10867, -5.25074, 9.57513], [-5.18022, -2.90200, 2.31050], [-0.42000, 3.53096, -0.30786], [0.83797, 3.92188, 1.60077], [2.82156, 0.73069, -9.76261], [1.93810, 3.96902, -11.17064], [-0.27272, -3.69059, 10.43628], [-2.06833, -5.29046, 4.68951], [-4.89430, 3.81165, -1.98176], [-2.13852, 1.34783, -5.86218], [1.03111, 5.65815, 1.07144], [-2.41524, 2.71277, 0.51486], [-2.10957, 4.17755, -8.12139], [1.97019, -2.54509, 5.61847], [-1.44264, 4.56511, 2.05155], [2.39725, 0.26065, -7.06530], [-0.82613, -1.57344, 6.25365], [-1.57595, -2.93584, 4.33903], [1.80513, -4.67445, 1.97043], [-3.54270, 3.89747, 1.32500], [-3.75906, -3.94956, 2.59844], [-1.73608, -2.38852, -0.01765], [-5.84009, -6.32099, 0.84362], [-0.67091, 1.96946, -5.54884], [-1.01947, 4.18267, -6.69252], [3.46447, 2.04528, -8.82687], [-0.64535, -5.86924, -0.62029], [1.86237, 3.15675, -0.49269], [1.85657, 2.01307, -7.20067], [2.20979, 4.82667, -1.09688], [-0.19484, -4.32598, -1.27344], [1.36332, -1.76705, 9.67468], [-2.57047, -5.09639, 0.40762], [1.88971, 2.46085, -11.74269], [3.90799, 1.93948, -0.42673], [-1.55369, -3.20831, 1.40568], [-6.48666, -5.16728, 2.00327], [2.67407, -2.04211, 7.52802], [-3.35909, -1.61723, 1.52948], [-5.20516, 3.74264, -0.26571], [-1.15580, -3.96041, 8.91000], [-1.12992, -0.54415, -7.19212], [-4.30223, 2.40934, -0.94517], [-0.88126, -6.21219, 5.65126], [-2.05150, 5.67866, 0.73857], [5.07066, 2.67717, 0.56159], [-4.77993, -5.82043, 2.27983], [-4.05245, -2.29176, 0.03984], [-2.74251, 3.72110, -6.59785], [0.98146, -6.21196, 1.68474], [4.78610, 3.41561, -0.95514], [-0.08132, -1.63198, 8.66781], [0.68446, -0.48545, -8.45449], [-0.38968, 5.00756, -0.79415], [1.94266, -5.51974, 0.40366]], "forces_ev_per_a": [[2.181, 0.301, -0.746], [2.668, 3.135, 4.778], [-1.652, -2.697, -3.967], [-1.182, 6.190, 2.255], [3.463, -4.460, -0.166], [-0.899, -3.452, -1.156], [-2.619, -1.813, -0.791], [-0.812, 0.419, -0.573], [0.257, 0.496, 0.477], [-1.678, 0.826, -0.296], [-0.913, 0.591, 0.754], [-0.733, -0.122, -0.848], [-1.139, -0.314, 2.447], [1.621, -0.388, -0.957], [-0.465, 0.425, 1.029], [0.311, -2.112, -0.204], [-0.753, 2.105, -0.282], [-0.206, -1.494, -0.384], [-0.039, 0.632, 0.111], [0.714, 0.434, 0.774], [-0.109, -0.607, 0.975], [0.937, 0.514, -0.168], [1.017, 0.251, 0.487], [0.175, 0.563, 0.082], [-0.242, -1.477, -0.747], [-0.012, 0.514, 1.402], [-0.385, -0.586, 1.776], [-0.933, -0.787, -0.802], [-0.997, -0.368, 0.608], [-0.347, -0.162, -0.277], [2.803, -1.470, -0.047], [1.281, -0.522, -0.706], [0.608, 2.010, 2.509], [-2.648, -0.099, 0.605], [1.629, 1.865, 0.763], [0.211, 3.513, 1.488], [1.013, 1.020, 1.602], [-0.117, 0.762, 2.162], [2.084, 2.009, -2.172], [-0.412, 1.074, -0.384], [-2.534, -0.365, -0.261], [-1.020, -1.501, 0.199], [-0.301, 0.041, 0.187], [0.364, -0.621, 2.861], [0.166, -0.420, 2.143], [-0.493, -1.997, -1.786], [-3.126, 0.523, 0.497], [-0.300, 0.890, 1.764], [-2.118, -0.593, -4.525], [-0.814, 3.859, -1.746], [-1.120, -1.827, -0.140], [1.293, -0.005, -0.183], [-0.166, -2.443, 2.071], [-0.104, -0.522, 0.679], [0.616, 0.299, 0.161], [-0.782, 0.433, -2.355], [0.694, 0.935, 0.417], [0.978, 1.980, -0.694], [0.349, -2.046, -0.657], [-0.575, 0.999, 0.348], [0.461, 0.595, 0.379], [0.353, -0.815, 0.841], [-0.728, 0.031, -1.157], [-0.239, 0.278, -0.528], [1.809, -0.156, -1.375], [-1.902, -1.772, -0.971], [0.167, 0.198, -0.019], [0.402, -0.968, -1.058], [0.168, 0.468, -1.849], [-0.740, -0.345, -1.137], [0.032, 0.505, 0.981], [0.369, -0.015, 0.268], [-0.190, 0.508, -1.143], [-0.990, 0.445, -0.191], [-0.709, -0.763, -2.008], [1.421, -2.023, -0.830], [1.128, 0.129, -1.141], [0.465, -0.219, -0.037], [1.459, 0.049, -1.422], [-0.324, 0.995, 1.160], [0.298, 0.754, -2.125], [-0.140, 0.079, 0.004], [0.015, -1.013, 1.173], [0.194, -0.231, -0.191], [-0.239, -0.789, -0.028], [-0.430, -0.444, -0.729], [-0.579, 0.861, -0.129], [-0.209, 0.402, -0.748], [0.082, -0.213, 0.134], [0.120, -0.576, 0.089], [0.581, 0.291, -0.364], [0.319, 0.434, 0.434], [-0.181, -1.085, 0.146], [0.868, 0.196, 0.137], [-0.194, -0.452, 0.118], [-0.644, 0.440, 1.275], [-0.133, -0.206, 0.091], [-0.133, -0.256, -0.371], [0.506, -0.186, -0.084], [-0.469, -0.943, -0.553], [0.287, -0.202, 0.284], [-0.007, -0.254, 0.540], [0.443, -0.304, -0.177], [1.316, 0.709, -1.087], [0.720, 0.199, -0.266], [0.665, 0.451, -0.319], [0.243, -0.208, 0.302], [0.111, 0.658, -0.671], [0.175, -0.083, -0.172], [-0.190, -0.232, -0.028], [0.154, -0.073, 0.208], [0.640, 1.047, -0.002], [0.523, 0.150, -0.092], [0.775, 0.226, -0.123], [-0.326, 0.544, 0.011], [0.202, -0.110, 0.251], [0.417, -0.266, 0.490], [-0.799, 0.051, -1.084], [-0.821, -0.491, 0.706], [0.605, 0.206, 0.342], [0.532, 0.217, 0.147], [0.164, 0.359, -0.065], [-0.334, -0.019, -0.560], [0.556, -0.894, 0.009], [-0.843, 0.176, -0.179], [0.344, 0.284, 0.532], [-0.273, -0.961, 0.902], [0.484, 0.819, 0.562], [0.022, 0.104, -0.123], [-0.101, 0.184, 0.175], [-0.087, -0.102, 0.066], [0.014, 0.000, 0.137], [-0.554, -0.286, -0.528], [-0.127, 0.368, 0.383], [0.606, 0.297, 0.335], [-0.262, 0.387, 0.446], [-0.649, -1.179, 0.499], [-0.073, -0.137, 0.100], [-0.015, -0.584, 0.346], [-0.483, -0.012, 0.008], [-0.326, 0.096, -0.295], [-0.506, -0.215, 0.286], [0.385, -0.478, 0.099], [-0.364, 0.725, 0.280], [0.021, 0.301, -0.110]]}


No. 2
{"formula": "C3H7NO3", "method": "ωB97M-V with the def2-TZVPD basis set", "charge": 0, "e_above_lowest_ev": 4.9967, "orbital_gap_ha": 0.3569, "smiles": "CN(C)C(=O)OO", "homo_ev": -9.1, "species": ["O", "O", "O", "N", "C", "C", "C", "H", "H", "H", "H", "H", "H", "H"], "coordinates": [[-0.39458, 0.36657, 3.10244], [-1.79797, -0.33032, 1.09330], [0.31269, 0.27698, 1.88311], [-0.05198, 0.12580, -0.35954], [1.36921, 0.48195, -0.44031], [-0.59129, -0.54447, -1.59186], [-0.71166, -0.09585, 0.68454], [-1.57414, -0.87709, -1.46271], [0.07694, -1.49543, -1.99861], [-1.36750, 0.22475, 2.81214], [-0.59153, 0.20916, -2.36348], [1.98731, -0.38842, -0.06843], [1.68955, 0.72394, -1.49006], [1.64495, 1.32243, 0.19945]], "forces_ev_per_a": [[-1.834, -0.274, -0.500], [-1.376, -0.779, -1.100], [-1.267, -0.544, -2.026], [1.339, -1.068, -5.740], [1.385, -0.762, 0.252], [3.040, -0.907, -0.976], [1.536, 1.735, 7.840], [-1.385, -0.473, 0.546], [-1.457, 2.482, 1.404], [1.799, 0.122, 0.409], [0.063, 0.070, -0.431], [-0.579, 0.845, -0.537], [-0.790, -0.362, 0.946], [-0.474, -0.087, -0.087]]}


No. 3
{"formula": "C10H21F6O8Y", "method": "ωB97M-V with the def2-TZVPD basis set", "charge": -2, "e_above_lowest_ev": 2.8146, "orbital_gap_ha": 0.2072, "homo_ev": -1.0, "species": ["Y", "F", "F", "F", "F", "F", "F", "O", "O", "O", "O", "O", "O", "O", "O", "C", "C", "C", "C", "C", "C", "C", "C", "C", "C", "H", "H", "H", "H", "H", "H", "H", "H", "H", "H", "H", "H", "H", "H", "H", "H", "H", "H", "H", "H", "H"], "coordinates": [[19.19975, 15.44933, 16.93677], [22.50617, 11.84377, 14.48496], [23.11338, 17.80745, 19.81369], [24.13749, 13.02027, 14.64814], [23.19465, 12.60419, 16.40784], [21.04842, 18.08554, 20.43103], [22.12330, 16.34470, 21.08199], [20.72959, 17.11292, 17.76305], [18.83274, 13.27979, 17.75374], [21.14171, 15.03389, 18.60049], [17.66458, 16.23746, 18.69029], [20.85987, 14.33456, 15.48421], [21.96659, 14.31204, 13.45801], [17.66046, 14.41874, 15.66892], [19.02865, 17.24903, 15.35687], [17.99053, 14.86468, 20.78401], [22.52423, 15.36609, 11.43900], [17.12223, 15.85440, 19.94734], [21.24515, 13.38520, 20.47113], [23.11316, 14.56749, 12.63305], [23.00020, 12.88662, 15.10216], [21.94473, 13.99448, 19.15874], [21.94583, 17.17655, 20.02100], [21.62141, 16.43756, 18.61661], [22.12860, 14.23087, 14.91537], [22.56302, 16.18574, 18.12868], [18.12616, 17.29807, 15.04169], [21.89866, 14.79633, 10.75188], [21.75110, 16.08184, 11.71839], [21.83028, 12.56122, 20.87952], [17.62200, 14.64126, 21.78519], [16.20634, 15.30311, 19.73444], [20.91896, 14.15694, 21.16836], [18.05241, 13.85766, 20.37148], [20.30445, 12.95077, 20.13284], [22.78294, 15.02177, 15.28200], [23.02905, 14.09802, 19.11841], [16.84463, 14.92496, 15.48808], [21.84023, 13.21014, 18.40908], [19.01076, 15.17885, 21.00429], [23.66728, 13.68582, 12.31101], [23.83596, 15.29341, 13.00549], [19.40553, 12.72623, 18.31944], [23.27667, 15.80777, 10.78566], [17.01411, 16.65463, 20.67950], [19.52395, 17.80317, 14.75368]], "forces_ev_per_a": [[-0.610, -3.517, 1.912], [-1.414, -1.798, -0.362], [0.384, 0.454, 0.353], [6.698, 1.368, -2.759], [-0.529, -0.502, 0.920], [0.262, -0.186, -0.354], [0.171, 0.036, -0.338], [2.137, -1.104, 2.283], [0.844, 0.279, 0.577], [0.169, 0.962, 1.861], [0.370, -0.175, 0.793], [3.305, -0.380, -0.977], [1.416, 0.152, -0.085], [-0.512, 1.842, -0.479], [-0.267, 0.601, -0.292], [0.284, -0.831, -0.014], [-0.560, -0.788, -0.844], [1.982, -1.052, -1.442], [0.394, 0.758, -1.663], [-1.810, 1.573, -0.804], [-5.716, 1.756, 2.505], [-2.067, -1.704, -0.006], [-1.138, -1.053, -1.127], [-2.124, -0.169, -2.726], [-3.308, -0.458, 0.965], [0.997, 1.159, 0.252], [-0.404, -0.301, -0.092], [0.206, -0.873, -0.001], [0.631, 0.467, 0.720], [0.229, 0.252, 0.354], [-0.793, 0.465, 0.419], [-0.694, 0.196, 0.425], [0.644, -0.117, 0.245], [0.148, 0.159, -0.710], [0.030, 0.015, -0.195], [0.583, 0.440, -0.186], [0.135, 1.058, 0.731], [0.362, -0.443, 0.120], [-0.225, -0.251, -0.043], [0.114, 0.452, -0.541], [-0.174, -0.245, 0.004], [0.142, -0.204, 1.033], [-0.328, 0.615, -0.525], [0.230, 0.289, 0.221], [-0.661, 0.872, -0.267], [0.462, -0.069, 0.136]]}


So what do the calculations give for E_tot? Going down the list: -197424.0206 -10853.3711 -44439.8878 eV.